DFT (ωB97M-V with the def2-TZVPD basis set) results for the ion C22H36F3N2O with charge +1 at a distorted geometry.

Bonds (Å) are listed after each position.
Element x y z (Å)
1 C -2.1710 -1.3340 3.5016  C2 1.334, H29 1.081, H30 1.083
2 C -3.1400 -0.5769 2.9847  C1 1.334, C3 1.496, H31 1.083
3 C -3.0694 0.9175 2.9506  C2 1.496, N4 1.474, H32 1.089, H33 1.088
4 N -2.5572 1.4466 1.6742  C3 1.474, C5 1.388, C15 1.333
5 C -1.6456 2.4926 1.6690  N4 1.388, C6 1.358, H34 1.073
6 C -1.3156 2.7415 0.3750  C5 1.358, C7 1.492, N14 1.377
7 C -0.3329 3.6970 -0.2138  C6 1.492, C8 1.552, H35 1.091, H36 1.085
8 C 1.0832 3.0629 -0.2341  C7 1.552, C9 1.486, H37 1.090, H38 1.088
9 C 1.6556 2.8763 1.1246  C8 1.486, F10 1.346, C11 1.323
10 F 2.4175 3.8847 1.5884  C9 1.346
11 C 1.4380 1.8507 1.9313  C9 1.323, F12 1.330, F13 1.312
12 F 0.8167 0.7491 1.5196  C11 1.330
13 F 1.7415 1.7974 3.2067  C11 1.312
14 N -2.0769 1.8751 -0.3768  C6 1.377, C15 1.340, H39 1.008
15 C -2.8153 1.0872 0.4165  N4 1.333, N14 1.340, C16 1.482
16 C -3.7392 0.0279 -0.0545  C15 1.482, C17 1.530, H40 1.094, H41 1.085
17 C -3.8391 -0.0780 -1.5780  C16 1.530, C18 1.545, H42 1.091, H43 1.087
18 C -2.5846 -0.5471 -2.3484  C17 1.545, C19 1.525, H44 1.088, H45 1.091
19 C -1.5903 -1.3929 -1.5606  C18 1.525, C20 1.533, H46 1.094, H47 1.093
20 C -0.6019 -2.0933 -2.5001  C19 1.533, C21 1.546, H48 1.087, H49 1.088
21 C 0.3810 -1.1127 -3.1811  C20 1.546, C22 1.521, H50 1.091, H51 1.093
22 C 1.8428 -1.4584 -2.9442  C21 1.521, C23 1.544, H52 1.090, H53 1.091
23 C 2.3191 -1.2861 -1.4858  C22 1.544, C24 1.523, H54 1.094, H55 1.090
24 C 3.7753 -0.8405 -1.4434  C23 1.523, C25 1.527, H56 1.091, H57 1.092
25 C 4.2728 -0.4593 -0.0513  C24 1.527, C26 1.532, H58 1.088, H59 1.091
26 C 4.1932 -1.5902 0.9787  C25 1.532, O27 1.424, H60 1.092, H61 1.091
27 O 3.4215 -1.1863 2.1056  C26 1.424, C28 1.413
28 C 2.4442 -2.1322 2.4878  O27 1.413, H62 1.093, H63 1.087, H64 1.093
29 H -2.0321 -2.3404 3.1310  C1 1.081
30 H -1.5148 -0.9831 4.2880  C1 1.083
31 H -4.0099 -1.0657 2.5627  C2 1.083
32 H -4.0005 1.4159 3.2168  C3 1.089
33 H -2.3346 1.2156 3.6959  C3 1.088
34 H -1.2493 2.9681 2.5457  C5 1.073
35 H -0.6217 3.8563 -1.2534  C7 1.091
36 H -0.3534 4.6492 0.3052  C7 1.085
37 H 1.0498 2.1033 -0.7497  C8 1.090
38 H 1.7550 3.6971 -0.8092  C8 1.088
39 H -2.0598 1.8234 -1.3830  N14 1.008
40 H -4.7357 0.3039 0.3028  C16 1.094
41 H -3.5137 -0.9217 0.4202  C16 1.085
42 H -4.1665 0.8973 -1.9419  C17 1.091
43 H -4.6548 -0.7658 -1.7850  C17 1.087
44 H -2.9423 -1.1693 -3.1664  C18 1.088
45 H -2.0896 0.3161 -2.7969  C18 1.091
46 H -1.0379 -0.8046 -0.8216  C19 1.094
47 H -2.1324 -2.1617 -1.0034  C19 1.093
48 H -1.1893 -2.5870 -3.2706  C20 1.087
49 H -0.0321 -2.8127 -1.9160  C20 1.088
50 H 0.2277 -1.1975 -4.2583  C21 1.091
51 H 0.1781 -0.0696 -2.9269  C21 1.093
52 H 2.0428 -2.4721 -3.2927  C22 1.090
53 H 2.4574 -0.8020 -3.5626  C22 1.091
54 H 1.6738 -0.5385 -1.0150  C23 1.094
55 H 2.1929 -2.2370 -0.9688  C23 1.090
56 H 3.8746 0.0350 -2.0874  C24 1.091
57 H 4.4079 -1.6197 -1.8742  C24 1.092
58 H 5.2894 -0.0771 -0.1223  C25 1.088
59 H 3.6534 0.3612 0.3138  C25 1.091
60 H 5.1993 -1.8214 1.3336  C26 1.092
61 H 3.7905 -2.4972 0.5264  C26 1.091
62 H 2.9080 -2.9824 2.9946  C28 1.093
63 H 1.7781 -1.6433 3.1948  C28 1.087
64 H 1.8683 -2.4914 1.6315  C28 1.093

Values from the calculation:
SMILES	C=CCn1cc(CCC(F)=C(F)F)[nH+]c1CCCCCCCCCCCOC
calculated total energy	-1343.94236	a.u.
charge	+1